(1)
Entry from the OMol25 dataset: 5 unconnected molecules or ions with the total composition C42H56BN3O15PS (wB97M-V/def2-TZVPD).

Geometry (Å):
C  -2.03  -0.27  5.07
C  -0.74  -0.45  4.27
B  -0.89  -1.57  3.20
O  -1.23  -2.79  3.64
C  -0.60  -1.40  1.62
C  -1.61  -1.15  0.73
C  -2.97  -1.07  1.29
O  -3.65  -2.02  1.25
O  -3.30  -0.02  1.98
C  -2.63  1.26  1.89
C  -3.35  2.21  2.76
C  -2.62  3.09  3.54
C  -3.28  4.02  4.32
C  -4.66  4.07  4.34
C  -5.38  3.18  3.56
C  -4.73  2.25  2.78
C  -1.41  -1.08  -0.63
C  -2.59  -0.90  -1.53
C  -3.18  0.48  -1.48
C  -4.46  0.66  -0.98
C  -5.03  1.93  -0.95
C  -4.31  3.02  -1.42
C  -3.02  2.84  -1.90
C  -2.47  1.57  -1.94
C  -0.11  -1.21  -1.11
C  0.19  -1.12  -2.55
C  -0.12  -2.41  -3.34
N  0.12  -3.69  -2.70
N  0.91  -1.44  -0.22
P  2.61  -1.59  -0.81
S  3.60  0.03  -0.62
C  0.68  -1.53  1.14
C  1.78  -1.83  2.10
C  1.93  -3.31  2.20
N  1.60  -4.11  3.11
H  -2.02  -0.91  5.92
H  -2.11  0.74  5.44
H  -2.91  -0.51  4.51
H  -0.38  0.49  3.88
H  0.01  -0.79  4.96
H  -1.53  -3.40  2.95
H  -1.61  1.19  2.23
H  -2.64  1.60  0.88
H  -1.55  3.07  3.53
H  -2.70  4.71  4.91
H  -5.16  4.80  4.94
H  -6.45  3.22  3.58
H  -5.29  1.56  2.19
H  -2.35  -1.13  -2.55
H  -3.34  -1.60  -1.24
H  -5.03  -0.17  -0.62
H  -6.02  2.08  -0.59
H  -4.75  3.99  -1.40
H  -2.47  3.68  -2.26
H  -1.47  1.45  -2.32
H  1.18  -0.77  -2.74
H  -0.45  -0.34  -2.92
H  -1.12  -2.41  -3.71
H  0.51  -2.38  -4.21
H  1.07  -3.83  -2.39
H  -0.51  -3.87  -1.93
H  2.47  -2.09  -2.09
H  3.04  -2.65  -0.05
H  1.53  -1.43  3.06
H  2.71  -1.37  1.81
H  2.36  -3.78  1.32
H  1.19  -3.67  3.93
C  6.40  5.50  -0.03
C  5.50  4.85  0.98
C  5.16  3.40  0.72
O  3.86  3.28  1.33
C  3.28  4.50  1.29
O  2.13  4.69  1.52
O  4.18  5.44  0.96
H  6.57  6.55  0.21
H  7.37  5.00  -0.05
H  5.96  5.45  -1.03
H  5.90  4.98  1.99
H  5.86  2.69  1.16
H  5.06  3.19  -0.35
C  2.63  -6.56  -5.71
C  1.26  -5.92  -5.71
C  0.38  -6.28  -6.90
O  -0.44  -5.11  -7.03
C  0.26  -4.07  -6.55
O  -0.04  -2.92  -6.70
O  1.35  -4.49  -5.88
H  3.20  -6.22  -4.85
H  2.53  -7.64  -5.65
H  3.18  -6.29  -6.61
H  0.74  -6.11  -4.77
H  -0.24  -7.16  -6.74
H  0.96  -6.41  -7.81
C  0.03  7.36  1.45
C  -1.03  8.25  0.88
C  -1.51  9.38  1.77
O  -2.87  9.56  1.34
C  -3.31  8.37  0.87
O  -4.44  8.11  0.63
O  -2.27  7.52  0.70
H  0.28  6.55  0.76
H  0.94  7.92  1.65
H  -0.31  6.90  2.38
H  -0.73  8.63  -0.10
H  -0.95  10.31  1.64
H  -1.51  9.10  2.82
C  2.50  -6.96  1.08
C  2.39  -6.59  -0.38
C  3.50  -7.04  -1.30
O  3.52  -5.98  -2.28
C  3.08  -4.86  -1.68
O  3.17  -3.75  -2.12
O  2.51  -5.15  -0.50
H  1.67  -6.50  1.61
H  2.48  -8.03  1.25
H  3.42  -6.55  1.48
H  1.42  -6.88  -0.78
H  3.33  -8.00  -1.77
H  4.47  -7.05  -0.79

Properties
2S+1	1
gap between HOMO and LUMO	0.2733	hartree
net charge	+1
E_HOMO	-11.1	eV

=====

(2)
Entry from the OMol25 dataset: a molecular structure, C42H56HfIN9SSi (wB97M-V/def2-TZVPD).

Geometry (Å):
Hf  1.30  0.20  0.79
C  -5.22  3.75  -0.46
C  -4.22  4.28  0.63
C  -4.90  4.13  1.99
C  -3.83  5.77  0.47
C  -2.95  3.40  0.51
C  -1.83  3.72  -0.28
C  -0.66  2.96  -0.28
N  -0.52  1.81  0.43
C  -1.67  1.37  1.01
C  -2.82  2.18  1.17
C  -1.80  -0.04  1.26
C  -3.03  -0.69  1.24
C  -3.19  -2.07  1.27
C  -2.00  -2.81  1.44
C  -0.77  -2.17  1.46
N  -0.64  -0.85  1.34
C  -4.57  -2.71  1.15
C  -5.51  -2.12  2.21
C  -5.12  -2.61  -0.30
C  -4.50  -4.22  1.45
H  -6.14  4.31  -0.37
H  -5.44  2.70  -0.22
H  -4.79  3.79  -1.48
H  -5.74  4.85  2.11
H  -4.22  4.42  2.82
H  -5.29  3.15  2.21
H  -4.65  6.42  0.70
H  -3.51  6.01  -0.54
H  -3.01  5.98  1.16
H  -1.81  4.65  -0.83
H  0.16  3.31  -0.91
H  -3.66  1.85  1.87
H  -3.96  -0.09  1.15
H  -1.99  -3.87  1.56
H  0.18  -2.70  1.53
H  -5.84  -1.13  1.92
H  -4.96  -1.97  3.15
H  -6.30  -2.83  2.39
H  -5.42  -1.59  -0.60
H  -6.01  -3.27  -0.37
H  -4.39  -2.99  -1.01
H  -4.14  -4.45  2.43
H  -3.91  -4.85  0.79
H  -5.50  -4.64  1.41
S  0.97  0.98  3.30
C  2.69  1.11  3.25
C  3.45  1.60  4.32
C  4.80  1.75  4.07
C  5.35  1.37  2.81
C  4.55  0.92  1.81
N  3.21  0.72  2.04
H  2.97  1.68  5.31
H  5.43  2.22  4.83
H  6.40  1.45  2.68
H  4.87  0.69  0.81
I  4.18  0.89  -1.78
C  3.38  2.49  -0.69
C  4.24  3.60  -0.52
C  3.90  4.55  0.47
C  2.70  4.39  1.16
C  1.87  3.34  0.82
N  2.21  2.36  -0.03
H  5.17  3.63  -1.07
H  4.58  5.37  0.69
H  2.36  5.09  1.90
H  0.98  3.18  1.42
C  -1.00  -0.37  -6.29
C  0.31  0.32  -5.88
C  1.51  -0.71  -5.86
C  0.24  1.22  -4.60
N  0.03  0.47  -3.39
C  -0.93  -0.44  -2.98
N  -0.80  -0.69  -1.69
N  0.35  0.01  -1.32
N  0.81  0.74  -2.30
H  -0.94  -0.75  -7.33
H  -1.84  0.32  -6.23
H  -1.30  -1.22  -5.67
H  0.52  0.98  -6.72
H  1.23  -1.64  -5.39
H  2.38  -0.25  -5.37
H  1.77  -0.94  -6.89
H  -0.55  1.99  -4.66
H  1.19  1.75  -4.56
H  -1.63  -0.99  -3.54
C  1.83  -4.69  0.14
Si  2.40  -3.12  -0.79
C  4.15  -3.12  -1.49
C  1.37  -2.99  -2.36
N  2.30  -1.79  0.51
C  3.09  -2.21  1.63
C  2.48  -2.66  2.84
C  3.15  -3.50  3.71
C  4.49  -3.83  3.50
C  5.13  -3.34  2.33
C  4.47  -2.44  1.51
H  1.19  -5.28  -0.52
H  1.24  -4.43  1.03
H  2.64  -5.35  0.43
H  5.01  -3.09  -0.85
H  4.22  -2.24  -2.14
H  4.16  -4.01  -2.12
H  1.89  -3.62  -3.10
H  1.41  -1.95  -2.75
H  0.34  -3.31  -2.24
H  1.44  -2.39  3.07
H  2.63  -3.93  4.55
H  4.99  -4.53  4.15
H  6.14  -3.67  2.00
H  4.98  -1.99  0.66

Properties
2S+1	1
gap between HOMO and LUMO	0.2386	hartree
ΔE to the lowest compared entry with this formula, charge and spin	0.0000	eV
net charge	+2
E_HOMO	-12.2	eV

=====

(3)
Entry from the OMol25 dataset: a molecular structure, C42H56HfN3O3P (wB97M-V/def2-TZVPD).

Geometry (Å):
Hf  -0.03  0.75  0.49
C  1.51  -0.37  4.89
O  2.69  -0.20  4.01
C  2.25  0.06  2.83
N  0.97  0.07  2.62
C  0.33  -0.06  3.94
C  -0.40  1.22  4.31
C  -0.94  1.34  5.58
C  -1.58  2.51  5.97
C  -1.67  3.59  5.09
C  -1.14  3.48  3.82
C  -0.50  2.30  3.43
C  3.16  0.45  1.76
C  4.54  0.36  1.76
C  5.22  0.90  0.67
C  4.50  1.60  -0.31
C  3.13  1.66  -0.17
N  2.47  1.05  0.81
C  2.21  2.54  -0.89
N  0.95  2.57  -0.55
C  0.38  3.84  -1.18
C  1.50  4.22  -2.17
O  2.64  3.40  -1.74
C  -1.01  3.71  -1.75
C  -2.04  4.43  -1.16
C  -3.31  4.43  -1.73
C  -3.56  3.70  -2.89
C  -2.54  2.95  -3.46
C  -1.27  2.95  -2.89
H  1.62  0.34  5.70
H  1.51  -1.38  5.27
H  -0.37  -0.89  3.92
H  -0.86  0.51  6.28
H  -2.01  2.58  6.96
H  -2.14  4.51  5.40
H  -1.19  4.32  3.14
H  -0.02  2.28  2.44
H  5.06  -0.11  2.58
H  6.29  0.83  0.61
H  5.00  2.09  -1.13
H  0.34  4.58  -0.37
H  1.80  5.26  -2.09
H  1.28  3.98  -3.20
H  -1.85  5.05  -0.29
H  -4.10  5.04  -1.29
H  -4.53  3.75  -3.36
H  -2.73  2.39  -4.36
H  -0.47  2.40  -3.38
C  -3.04  2.32  1.45
O  -2.09  1.90  0.40
H  -3.18  3.40  1.40
H  -2.63  2.05  2.41
H  -3.99  1.81  1.28
H  -2.38  2.35  -0.42
C  -3.49  -1.57  1.63
C  -2.04  -1.20  1.96
C  -1.05  -2.26  1.46
C  -1.16  -2.46  -0.07
C  -2.45  -1.84  -0.65
C  -3.64  -2.19  0.23
P  0.27  -1.68  -0.89
C  1.83  -2.63  -0.68
C  1.68  -4.09  -1.18
C  2.88  -4.93  -0.69
C  4.12  -4.07  -0.51
C  3.90  -3.07  0.64
C  2.42  -2.65  0.73
C  0.06  -1.52  -2.70
C  -0.47  -2.83  -3.37
C  -1.42  -2.50  -4.53
C  -0.83  -1.39  -5.39
C  -0.71  -0.07  -4.60
C  -0.79  -0.31  -3.09
H  -4.12  -0.68  1.71
H  -3.84  -2.27  2.39
H  -1.94  -1.08  3.03
H  -1.81  -0.18  1.51
H  -1.29  -3.20  1.96
H  -0.03  -1.99  1.76
H  -1.15  -3.53  -0.30
H  -2.61  -2.21  -1.66
H  -2.36  -0.74  -0.70
H  -3.73  -3.28  0.30
H  -4.56  -1.84  -0.24
H  2.53  -2.09  -1.33
H  1.66  -4.10  -2.27
H  0.76  -4.54  -0.81
H  3.06  -5.72  -1.42
H  2.63  -5.42  0.26
H  4.36  -3.55  -1.44
H  4.98  -4.70  -0.28
H  4.53  -2.19  0.49
H  4.20  -3.53  1.59
H  2.33  -1.68  1.21
H  1.87  -3.38  1.34
H  1.08  -1.33  -3.05
H  -0.97  -3.49  -2.66
H  0.38  -3.38  -3.78
H  -2.41  -2.23  -4.17
H  -1.54  -3.41  -5.12
H  -1.45  -1.24  -6.27
H  0.15  -1.71  -5.75
H  -1.52  0.60  -4.88
H  0.23  0.42  -4.86
H  -1.83  -0.48  -2.81
H  -0.45  0.58  -2.54

Properties
2S+1	1
gap between HOMO and LUMO	0.2311	hartree
ΔE to the lowest compared entry with this formula, charge and spin	1.3090	eV
net charge	+4
E_HOMO	-19.4	eV

=====

(4)
Entry from the OMol25 dataset: a molecular structure, C42H57BGeIrN8OS3 (wB97M-V/def2-TZVPD).

Geometry (Å):
Ir  -0.54  -0.04  0.82
C  -1.59  3.74  1.45
C  -3.05  3.30  1.33
C  -3.77  3.92  0.11
C  -3.38  1.83  1.43
C  -4.68  1.45  1.80
C  -4.67  0.08  1.86
N  -3.44  -0.34  1.55
N  -2.63  0.71  1.28
B  -2.93  -1.78  1.58
N  -1.78  -1.90  2.61
C  -1.81  -2.55  3.78
C  -0.58  -2.41  4.38
C  0.20  -1.66  3.49
N  -0.56  -1.34  2.42
C  1.65  -1.32  3.72
C  2.45  -0.99  2.49
C  2.36  -2.46  4.47
N  -2.38  -2.18  0.20
C  -2.85  -3.09  -0.66
C  -2.02  -3.11  -1.76
C  -1.03  -2.16  -1.50
N  -1.27  -1.60  -0.30
C  0.15  -1.84  -2.36
C  -0.30  -1.28  -3.71
C  1.01  -3.09  -2.57
H  -1.49  4.76  1.09
H  -0.90  3.12  0.89
H  -1.26  3.74  2.49
H  -3.55  3.73  2.20
H  -3.47  3.45  -0.83
H  -3.55  4.98  0.05
H  -4.84  3.79  0.20
H  -5.50  2.11  2.00
H  -5.44  -0.63  2.12
H  -3.81  -2.53  1.90
H  -2.70  -3.07  4.09
H  -0.27  -2.83  5.32
H  1.67  -0.44  4.38
H  2.53  -1.95  1.86
H  3.49  -0.76  2.73
H  2.02  -0.24  1.83
H  2.38  -3.36  3.85
H  1.87  -2.72  5.40
H  3.38  -2.17  4.70
H  -3.73  -3.66  -0.42
H  -2.10  -3.74  -2.63
H  0.73  -1.08  -1.84
H  -0.86  -2.03  -4.27
H  0.56  -1.00  -4.32
H  -0.95  -0.42  -3.58
H  0.44  -3.88  -3.06
H  1.37  -3.50  -1.62
H  1.87  -2.86  -3.20
C  -1.50  1.04  4.15
C  -0.29  1.63  3.51
N  0.22  1.42  2.31
C  1.36  2.19  2.11
C  1.68  2.98  3.16
S  0.58  2.76  4.43
C  2.13  2.16  0.86
C  3.15  3.02  0.57
S  3.81  2.64  -0.95
C  2.69  1.36  -1.12
N  1.89  1.21  -0.11
C  2.71  0.51  -2.35
H  -1.98  0.30  3.53
H  -2.23  1.83  4.36
H  -1.23  0.58  5.10
H  2.52  3.65  3.25
H  3.52  3.85  1.16
H  3.13  1.06  -3.19
H  1.69  0.23  -2.61
H  3.31  -0.38  -2.20
O  -0.69  0.86  -1.12
S  -1.19  2.25  -1.55
C  0.05  2.95  -2.60
C  0.67  4.09  -2.12
C  1.65  4.70  -2.89
C  2.01  4.16  -4.11
C  1.38  3.01  -4.59
C  0.39  2.40  -3.84
C  -2.49  1.87  -2.70
C  -3.22  0.70  -2.49
C  -4.31  0.44  -3.30
C  -4.67  1.33  -4.30
C  -3.95  2.50  -4.49
C  -2.85  2.78  -3.68
H  0.37  4.51  -1.17
H  2.14  5.60  -2.53
H  2.77  4.63  -4.71
H  1.65  2.60  -5.55
H  -0.12  1.52  -4.20
H  -2.93  0.02  -1.70
H  -4.87  -0.47  -3.15
H  -5.52  1.12  -4.93
H  -4.23  3.20  -5.26
H  -2.28  3.69  -3.83
C  3.35  -5.64  0.60
Ge  3.89  -3.78  0.35
C  4.66  -3.40  -1.40
C  5.09  -3.19  1.76
C  2.17  -2.76  0.54
H  4.18  -6.29  0.31
H  2.49  -5.90  -0.01
H  3.11  -5.83  1.64
H  5.02  -4.33  -1.83
H  5.50  -2.72  -1.29
H  3.94  -2.97  -2.09
H  6.03  -3.73  1.66
H  4.69  -3.40  2.75
H  5.31  -2.12  1.68
H  1.30  -3.24  1.00
H  1.88  -1.88  -0.03

Properties
2S+1	2
gap between HOMO and LUMO (spin up / spin down)	0.1732 / 0.2462	hartree
ΔE to the lowest compared entry with this formula, charge and spin	0.0000	eV
⟨S²⟩	0.755
net charge	+2
E_HOMO (spin up / spin down)	-11.6 / -13.6	eV

=====

For reference, largest force on an atom by record: 3.3 3.6 2.8 2.3 eV/A.